Entry 1:
ORCA calculation (ωB97M-V/def2-TZVPD) on a cluster of 2 separate species, C53H60N5O in total at a distorted geometry.

Geometry as ORCA input:
```
! RIJCOSX wB97M-V def2-TZVPD def2/J DEFGRID3
* xyz 1 1
C 5.35 0.64 0.57
O 4.85 -0.60 0.99
C 3.51 -0.84 0.65
C 2.68 0.08 0.01
C 1.38 -0.24 -0.30
C 0.85 -1.52 -0.02
C -0.49 -1.92 -0.46
N -0.82 -3.06 -1.24
C 0.16 -3.98 -1.79
C 0.07 -5.33 -1.44
C -1.02 -5.81 -0.50
C -0.42 -6.39 0.78
C -1.94 -6.81 -1.19
C 0.99 -6.22 -1.96
C 1.97 -5.81 -2.82
C 2.05 -4.48 -3.19
C 1.16 -3.55 -2.68
C 1.21 -2.12 -3.16
C 0.39 -1.93 -4.43
C 2.64 -1.64 -3.36
N -2.11 -3.16 -1.47
N -2.68 -2.12 -0.86
C -4.11 -1.89 -0.85
C -4.92 -2.44 0.16
C -4.29 -3.26 1.26
C -5.19 -4.42 1.70
C -3.92 -2.39 2.46
C -6.28 -2.20 0.14
C -6.85 -1.44 -0.86
C -6.05 -0.90 -1.85
C -4.69 -1.11 -1.85
C -3.82 -0.49 -2.94
C -3.90 1.03 -2.90
C -4.20 -1.04 -4.31
C -1.72 -1.26 -0.25
C -1.96 -0.11 0.44
C 1.69 -2.43 0.63
C 2.98 -2.10 0.97
H 6.39 0.72 0.89
H 5.31 0.71 -0.52
H 4.78 1.45 1.01
H 3.06 1.06 -0.24
H 0.76 0.47 -0.82
H -1.62 -4.93 -0.22
H 0.21 -5.66 1.28
H -1.20 -6.71 1.47
H 0.20 -7.26 0.55
H -2.38 -6.38 -2.09
H -1.38 -7.70 -1.49
H -2.74 -7.14 -0.53
H 0.93 -7.26 -1.69
H 2.68 -6.52 -3.22
H 2.81 -4.18 -3.89
H 0.75 -1.49 -2.38
H -0.65 -2.22 -4.27
H 0.42 -0.90 -4.77
H 0.79 -2.56 -5.23
H 3.25 -1.85 -2.47
H 3.10 -2.15 -4.20
H 2.69 -0.57 -3.56
H -3.36 -3.70 0.85
H -5.51 -5.01 0.84
H -4.69 -5.08 2.40
H -6.09 -4.04 2.19
H -3.22 -1.61 2.18
H -4.81 -1.90 2.86
H -3.48 -2.97 3.26
H -6.91 -2.60 0.91
H -7.91 -1.27 -0.87
H -6.51 -0.31 -2.63
H -2.78 -0.79 -2.73
H -3.61 1.42 -1.93
H -3.25 1.48 -3.65
H -4.92 1.37 -3.10
H -4.12 -2.13 -4.34
H -5.23 -0.78 -4.56
H -3.56 -0.63 -5.09
H -2.95 0.28 0.53
H -1.16 0.43 0.91
H 1.31 -3.41 0.87
H 3.61 -2.80 1.49
C 0.59 5.32 7.13
N 0.99 5.25 5.73
C 1.92 4.38 5.21
C 2.07 4.60 3.84
C 3.01 3.96 3.01
C 3.07 4.06 1.58
C 2.01 4.15 0.68
N 2.51 4.37 -0.58
C 1.70 4.64 -1.77
C 3.91 4.41 -0.53
C 4.29 4.19 0.81
C 5.63 4.25 1.18
C 6.57 4.53 0.22
C 6.20 4.75 -1.11
C 4.88 4.70 -1.49
C 1.18 5.70 3.52
C 0.52 6.08 4.70
C -0.39 7.14 4.70
C -0.62 7.82 3.52
C 0.07 7.47 2.35
C 0.96 6.43 2.34
H -0.13 6.12 7.29
H 0.14 4.38 7.44
H 1.46 5.51 7.76
H 2.44 3.64 5.80
H 3.81 3.44 3.50
H 0.96 4.07 0.91
H 2.33 4.85 -2.63
H 1.06 3.78 -1.99
H 1.06 5.50 -1.59
H 5.91 4.10 2.21
H 7.61 4.61 0.50
H 6.96 5.00 -1.83
H 4.59 4.90 -2.51
H -0.90 7.41 5.61
H -1.32 8.63 3.51
H -0.11 8.04 1.45
H 1.49 6.18 1.44
*
```

highest occupied orbital energy	-7.578	eV
DFT total energy	-2404.3365	a.u.
E_LUMO	-4.6	eV
gap between HOMO and LUMO	2.97	eV

=====

Entry 2:
ORCA calculation (ωB97M-V/def2-TZVPD) on a structure of composition C53H61BeClGe2O3S4Si.

Geometry as ORCA input:
```
! RIJCOSX wB97M-V def2-TZVPD def2/J DEFGRID3
* xyz -2 1
Be 0.11 0.06 0.25
C 1.65 2.66 -3.85
C 2.70 1.99 -3.00
C 3.24 2.65 -1.90
C 4.16 2.04 -1.06
C 4.75 2.81 0.09
C 4.54 0.71 -1.32
C 4.05 0.05 -2.45
C 4.42 -1.38 -2.73
C 3.14 0.70 -3.27
C 5.52 0.04 -0.41
C 6.84 0.05 -0.85
C 7.86 -0.50 -0.08
C 7.55 -1.02 1.16
C 6.23 -1.02 1.63
C 5.18 -0.54 0.83
Ge 3.25 -0.65 1.37
S 1.91 -1.13 -0.22
S 2.75 -2.06 3.10
Ge 1.32 -0.35 3.52
S -0.53 -0.38 2.44
S 2.78 1.14 2.66
C 1.01 -0.10 5.48
C 0.51 -1.16 6.26
C 0.18 -0.98 7.60
C 0.32 0.26 8.20
C 0.82 1.32 7.45
C 1.17 1.15 6.11
C 1.75 2.35 5.42
C 0.94 3.21 4.68
C -0.52 2.93 4.46
C 1.53 4.32 4.08
C 2.89 4.58 4.18
C 3.51 5.72 3.43
C 3.66 3.71 4.94
C 3.12 2.60 5.56
C 4.00 1.63 6.30
C 0.33 -2.54 5.69
C -0.88 -2.93 5.12
C -2.08 -2.01 5.10
C -0.98 -4.19 4.56
C 0.08 -5.08 4.57
C -0.02 -6.42 3.87
C 1.25 -4.70 5.20
C 1.40 -3.45 5.77
C 2.69 -3.06 6.43
C 6.08 -1.49 3.04
C 5.90 -2.85 3.33
C 5.67 -3.84 2.23
C 5.89 -3.26 4.66
C 6.05 -2.36 5.70
C 6.03 -2.81 7.14
C 6.22 -1.01 5.39
C 6.24 -0.56 4.08
C 6.43 0.90 3.78
H 1.98 3.65 -4.18
H 0.73 2.78 -3.28
H 1.44 2.06 -4.74
H 2.92 3.67 -1.69
H 4.52 3.87 -0.02
H 5.83 2.69 0.14
H 4.34 2.48 1.05
H 5.50 -1.53 -2.68
H 4.07 -1.68 -3.72
H 3.96 -2.03 -1.99
H 2.72 0.17 -4.12
H 7.06 0.50 -1.81
H 8.88 -0.49 -0.44
H 8.33 -1.41 1.80
H -0.20 -1.82 8.16
H 0.05 0.40 9.24
H 0.95 2.29 7.90
H -0.99 2.51 5.35
H -0.65 2.19 3.66
H -1.05 3.84 4.17
H 0.90 4.99 3.49
H 2.76 6.42 3.07
H 4.05 5.35 2.55
H 4.23 6.26 4.05
H 4.73 3.89 5.02
H 5.01 2.03 6.41
H 4.07 0.70 5.73
H 3.60 1.38 7.28
H -2.08 -1.33 5.94
H -3.00 -2.59 5.11
H -2.06 -1.41 4.19
H -1.91 -4.48 4.08
H -1.05 -6.67 3.65
H 0.42 -7.21 4.48
H 0.53 -6.39 2.92
H 2.09 -5.39 5.23
H 3.36 -3.92 6.48
H 2.52 -2.69 7.45
H 3.20 -2.28 5.87
H 6.38 -3.72 1.41
H 4.67 -3.70 1.81
H 5.74 -4.86 2.61
H 5.74 -4.31 4.88
H 6.05 -3.89 7.21
H 5.13 -2.46 7.64
H 6.89 -2.41 7.69
H 6.34 -0.29 6.19
H 6.72 1.44 4.68
H 5.50 1.34 3.41
H 7.19 1.06 3.02
C -3.68 -1.40 -0.91
Si -2.52 0.07 -1.11
C -2.55 0.59 -2.92
C -3.22 1.49 -0.09
O -1.04 -0.32 -0.66
H -4.70 -1.16 -1.23
H -3.71 -1.71 0.14
H -3.32 -2.25 -1.50
H -3.56 0.88 -3.25
H -2.20 -0.21 -3.56
H -1.89 1.45 -3.04
H -4.26 1.72 -0.35
H -2.62 2.39 -0.25
H -3.17 1.24 0.97
Cl 1.22 5.40 -0.19
C 1.11 3.79 0.60
C 0.38 2.71 -0.21
O -0.26 2.98 -1.22
O 0.59 1.59 0.35
H 0.58 3.92 1.54
H 2.12 3.45 0.82
*
```

highest occupied orbital energy	-2.337	eV
DFT total energy	-8793.5712	a.u.
E_LUMO	4.0	eV
gap between HOMO and LUMO	6.35	eV